No. 1
Below is a molecular structure, C25H39AsCl2NO4PS5W, with properties calculated with ωB97M-V/def2-TZVPD.

Properties
HOMO energy (alpha / beta)	-0.60 / -1.29	eV
energy above the lowest of the compared OMol25 structures with the same formula, charge and spin	55.32	kcal per mole
HOMO-LUMO gap (alpha / beta)	4.594 / 5.287	eV
DFT total energy	-6887.46118	hartree
lowest unoccupied orbital energy (alpha / beta)	3.99 / 3.99	eV

The geometry in ORCA input format:
```
! RIJCOSX wB97M-V def2-TZVPD def2/J DEFGRID3
* xyz -2 3
W 1.300 0.075 1.100
S 3.658 -0.730 0.954
As 1.971 2.218 -0.323
S 1.383 0.483 -1.453
S -0.175 1.782 1.437
S 1.855 3.980 -1.445
O -1.850 -0.179 -0.583
P -2.934 -0.156 -1.588
C -4.494 -0.503 -0.646
C -5.877 -0.193 -1.234
C -6.526 -1.387 -1.923
C -6.615 -2.570 -0.958
C -5.234 -2.967 -0.435
C -4.491 -1.788 0.193
C -2.362 -1.116 -3.062
C -1.318 -2.168 -2.659
C -1.939 -3.518 -2.342
C -2.733 -4.034 -3.542
C -3.838 -3.053 -3.924
C -3.312 -1.634 -4.156
C -3.274 1.563 -2.166
C -2.018 2.453 -2.018
C -1.136 2.491 -3.261
C -1.940 2.871 -4.501
C -3.065 1.868 -4.734
C -3.990 1.788 -3.517
H -4.270 0.296 0.071
H -5.836 0.666 -1.904
H -6.528 0.104 -0.400
H -5.942 -1.665 -2.803
H -7.522 -1.114 -2.283
H -7.102 -3.425 -1.436
H -7.249 -2.276 -0.111
H -4.649 -3.384 -1.253
H -5.327 -3.767 0.304
H -3.462 -2.054 0.447
H -4.978 -1.553 1.148
H -1.780 -0.300 -3.499
H -0.732 -1.783 -1.822
H -0.626 -2.292 -3.502
H -2.591 -3.423 -1.466
H -1.161 -4.227 -2.064
H -3.164 -5.019 -3.338
H -2.045 -4.157 -4.387
H -4.577 -3.042 -3.126
H -4.365 -3.393 -4.822
H -4.150 -0.951 -4.313
H -2.747 -1.637 -5.096
H -3.969 1.897 -1.388
H -1.440 2.130 -1.150
H -2.359 3.475 -1.807
H -0.656 1.518 -3.408
H -0.318 3.191 -3.085
H -1.294 2.926 -5.383
H -2.372 3.871 -4.360
H -2.626 0.888 -4.941
H -3.655 2.132 -5.618
H -4.764 1.035 -3.688
H -4.516 2.749 -3.445
Cl -1.545 -2.438 2.520
C -0.662 -3.464 1.442
C -0.997 -4.803 1.355
C -0.305 -5.640 0.490
C 0.712 -5.115 -0.287
C 1.033 -3.769 -0.206
Cl 2.290 -3.139 -1.217
C 0.373 -2.877 0.670
N 0.688 -1.577 0.768
H -1.800 -5.181 1.974
H -0.561 -6.690 0.422
H 1.265 -5.740 -0.978
C 3.674 -0.352 4.463
S 2.204 0.480 3.902
O 1.665 1.157 5.056
O 2.639 1.340 2.777
O 1.331 -0.573 3.305
H 4.524 0.266 4.185
H 3.735 -1.306 3.947
H 3.616 -0.472 5.543
*
```

---

No. 2
Below is a molecular structure, C25H39AsCl2NO4PS5W, with properties calculated with ωB97M-V/def2-TZVPD.

Properties
HOMO energy (alpha / beta)	-0.42 / -1.45	eV
energy above the lowest of the compared OMol25 structures with the same formula, charge and spin	39.85	kcal per mole
HOMO-LUMO gap (alpha / beta)	4.439 / 5.473	eV
DFT total energy	-6887.48585	hartree
lowest unoccupied orbital energy (alpha / beta)	4.02 / 4.02	eV

The geometry in ORCA input format:
```
! RIJCOSX wB97M-V def2-TZVPD def2/J DEFGRID3
* xyz -2 3
W -2.220 -0.064 -3.421
S -4.240 -3.654 -2.226
As -3.344 -1.735 -1.739
S -0.648 -1.470 -4.125
S -4.547 -0.037 -2.415
S -3.607 -2.444 0.305
O -0.777 -0.692 -0.236
P -0.008 -0.971 1.005
C -1.139 -0.702 2.432
C -0.815 -1.240 3.828
C -0.189 -0.211 4.763
C -1.049 1.049 4.835
C -1.263 1.660 3.452
C -1.850 0.654 2.465
C 1.654 -0.162 0.863
C 1.604 1.057 -0.070
C 1.408 2.374 0.662
C 2.491 2.564 1.718
C 2.455 1.430 2.736
C 2.558 0.048 2.089
C 0.288 -2.797 1.138
C 0.218 -3.440 -0.260
C 1.534 -3.357 -1.023
C 2.658 -4.015 -0.226
C 2.814 -3.389 1.160
C 1.488 -3.349 1.928
H -1.886 -1.387 2.000
H -0.192 -2.133 3.768
H -1.763 -1.565 4.277
H 0.815 0.046 4.413
H -0.067 -0.644 5.761
H -0.596 1.782 5.511
H -2.023 0.783 5.263
H -0.312 2.043 3.078
H -1.929 2.524 3.520
H -1.893 1.062 1.458
H -2.891 0.463 2.749
H 2.124 -0.943 0.261
H 0.818 0.889 -0.807
H 2.550 1.106 -0.624
H 0.416 2.396 1.126
H 1.427 3.194 -0.056
H 2.375 3.524 2.232
H 3.470 2.586 1.221
H 1.523 1.510 3.293
H 3.261 1.540 3.469
H 2.384 -0.725 2.843
H 3.595 -0.087 1.757
H -0.624 -3.113 1.656
H -0.588 -2.984 -0.834
H -0.044 -4.496 -0.123
H 1.769 -2.313 -1.246
H 1.418 -3.838 -1.996
H 3.608 -3.961 -0.767
H 2.422 -5.080 -0.107
H 3.228 -2.383 1.059
H 3.544 -3.954 1.749
H 1.627 -2.821 2.876
H 1.236 -4.384 2.195
Cl 1.157 1.754 -3.927
C 0.289 2.923 -2.994
C 0.807 4.200 -2.873
C 0.153 5.154 -2.106
C -1.021 4.806 -1.452
C -1.534 3.530 -1.586
Cl -3.032 3.146 -0.808
C -0.925 2.532 -2.383
N -1.508 1.342 -2.596
H 1.734 4.433 -3.381
H 0.559 6.153 -2.010
H -1.555 5.522 -0.842
C -1.834 -0.560 -7.280
S -3.006 0.225 -6.222
O -3.936 0.930 -7.067
O -3.560 -0.817 -5.348
O -2.200 1.110 -5.319
H -2.378 -1.277 -7.893
H -1.111 -1.056 -6.631
H -1.370 0.206 -7.898
*
```

---

No. 3
Below is a molecular structure, C25H39AsCl2NO4PS5W, with properties calculated with ωB97M-V/def2-TZVPD.

Properties
HOMO energy (alpha / beta)	-1.06 / -1.46	eV
energy above the lowest of the compared OMol25 structures with the same formula, charge and spin	8.16	kcal per mole
HOMO-LUMO gap (alpha / beta)	4.962 / 5.358	eV
DFT total energy	-6887.53635	hartree
lowest unoccupied orbital energy (alpha / beta)	3.90 / 3.90	eV

The geometry in ORCA input format:
```
! RIJCOSX wB97M-V def2-TZVPD def2/J DEFGRID3
* xyz -2 3
W 4.040 0.749 1.509
S 5.606 -0.779 0.654
As 4.509 2.963 -0.844
S 3.801 0.666 -0.857
S 3.522 3.095 1.270
S 3.187 3.908 -2.229
O -1.047 0.031 1.263
P -1.564 0.305 -0.112
C -3.274 -0.459 -0.108
C -4.335 -0.133 -1.163
C -4.332 -1.092 -2.345
C -4.504 -2.531 -1.867
C -3.430 -2.923 -0.856
C -3.335 -1.939 0.308
C -0.246 -0.102 -1.333
C 0.726 -1.161 -0.793
C 0.332 -2.584 -1.144
C 0.229 -2.739 -2.657
C -0.783 -1.761 -3.248
C -0.532 -0.312 -2.829
C -2.000 2.078 -0.331
C -1.116 2.998 0.532
C 0.155 3.463 -0.162
C -0.151 4.112 -1.502
C -0.880 3.136 -2.411
C -2.164 2.613 -1.766
H -3.558 0.095 0.797
H -4.243 0.899 -1.503
H -5.316 -0.207 -0.675
H -3.397 -0.986 -2.902
H -5.139 -0.830 -3.037
H -4.489 -3.220 -2.717
H -5.493 -2.626 -1.400
H -2.469 -2.991 -1.363
H -3.634 -3.925 -0.466
H -2.481 -2.167 0.953
H -4.232 -2.065 0.927
H 0.299 0.852 -1.250
H 0.836 -1.031 0.279
H 1.708 -0.946 -1.221
H -0.620 -2.838 -0.666
H 1.075 -3.272 -0.739
H -0.044 -3.764 -2.932
H 1.216 -2.545 -3.089
H -1.787 -2.070 -2.949
H -0.766 -1.814 -4.342
H -1.355 0.319 -3.176
H 0.361 0.040 -3.357
H -2.996 2.090 0.133
H -0.889 2.496 1.474
H -1.721 3.883 0.770
H 0.865 2.644 -0.304
H 0.697 4.158 0.485
H 0.791 4.430 -1.954
H -0.779 5.003 -1.349
H -0.201 2.317 -2.667
H -1.147 3.620 -3.357
H -2.634 1.867 -2.414
H -2.870 3.452 -1.712
Cl 0.779 1.485 3.825
C 0.726 -0.230 3.604
C -0.279 -0.955 4.210
C -0.379 -2.319 3.992
C 0.548 -2.958 3.178
C 1.563 -2.224 2.595
Cl 2.749 -3.039 1.627
C 1.679 -0.827 2.762
N 2.632 -0.102 2.143
H -1.001 -0.432 4.822
H -1.184 -2.884 4.444
H 0.498 -4.022 2.992
C 7.305 0.069 3.653
S 6.183 1.436 3.513
O 6.476 2.318 4.614
O 6.326 1.962 2.168
O 4.821 0.808 3.578
H 8.312 0.456 3.517
H 7.055 -0.644 2.868
H 7.190 -0.367 4.643
*
```

---

No. 4
Below is a molecular structure, C25H39AsMgN6S3, with properties calculated with ωB97M-V/def2-TZVPD.

Properties
HOMO energy	-7.02	eV
HOMO-LUMO gap	7.136	eV
DFT total energy	-4935.09790	hartree
lowest unoccupied orbital energy	0.12	eV

The geometry in ORCA input format:
```
! RIJCOSX wB97M-V def2-TZVPD def2/J DEFGRID3
* xyz 0 1
Mg -0.934 0.143 -0.709
C -0.955 -1.288 -3.646
N -1.600 -1.478 -2.337
C -1.078 -2.683 -1.665
C -1.532 -2.719 -0.214
N -0.874 -1.649 0.552
C 0.498 -2.041 0.935
C -1.586 -1.224 1.751
C -2.375 -2.122 2.457
C -3.028 -1.734 3.616
C -2.876 -0.434 4.075
C -2.084 0.461 3.378
C -1.420 0.096 2.204
S -0.409 1.277 1.367
C -3.050 -1.554 -2.518
C -3.585 -2.607 -3.255
C -4.947 -2.714 -3.471
C -5.787 -1.742 -2.940
C -5.263 -0.696 -2.208
C -3.885 -0.571 -1.974
S -3.303 0.768 -1.000
H -1.176 -2.109 -4.336
H 0.124 -1.221 -3.515
H -1.329 -0.367 -4.098
H 0.012 -2.643 -1.724
H -1.396 -3.600 -2.174
H -1.321 -3.706 0.214
H -2.611 -2.557 -0.175
H 0.468 -2.881 1.637
H 0.999 -1.192 1.396
H 1.073 -2.332 0.056
H -2.486 -3.139 2.103
H -3.647 -2.442 4.152
H -3.381 -0.112 4.977
H -1.971 1.478 3.729
H -2.926 -3.360 -3.671
H -5.345 -3.540 -4.045
H -6.857 -1.805 -3.094
H -5.917 0.056 -1.786
C -0.187 3.984 -4.362
C 0.738 2.912 -3.927
N 1.894 2.642 -4.435
N 2.349 1.576 -3.705
C 1.506 1.169 -2.747
S 1.664 -0.051 -1.618
N 0.454 2.036 -2.899
N -0.644 1.988 -2.063
H 0.272 4.534 -5.177
H -0.398 4.670 -3.541
H -1.134 3.562 -4.702
H 3.252 1.178 -3.896
H -1.543 1.879 -2.535
H -0.681 2.785 -1.432
C 5.385 -0.673 3.475
C 5.144 0.542 2.586
As 3.275 0.596 1.944
C 2.435 1.130 3.652
C 1.725 -0.035 4.333
C 3.281 2.348 1.042
C 3.869 3.520 1.818
H 6.431 -0.745 3.778
H 5.121 -1.600 2.961
H 4.784 -0.620 4.385
H 5.794 0.507 1.708
H 5.374 1.461 3.127
H 1.711 1.910 3.410
H 3.199 1.563 4.302
H 0.910 -0.406 3.709
H 1.291 0.271 5.288
H 2.403 -0.869 4.528
H 2.229 2.525 0.805
H 3.801 2.208 0.090
H 3.375 3.644 2.783
H 3.751 4.456 1.267
H 4.934 3.383 2.005
*
```

---

No. 5
Below is a molecular structure, C25H39N2OPb, with properties calculated with ωB97M-V/def2-TZVPD.

Properties
HOMO energy (alpha / beta)	-2.11 / -1.58	eV
HOMO-LUMO gap (alpha / beta)	5.038 / 4.525	eV
DFT total energy	-1353.38030	hartree
lowest unoccupied orbital energy (alpha / beta)	2.92 / 2.95	eV

The geometry in ORCA input format:
```
! RIJCOSX wB97M-V def2-TZVPD def2/J DEFGRID3
* xyz -1 1
Pb -0.468 -0.259 0.062
C 3.061 0.008 -2.931
C 2.605 -1.413 -2.581
C 1.131 -1.623 -2.926
C 2.978 -1.838 -1.146
C 3.853 -2.942 -1.072
C 4.296 -3.438 0.137
C 3.897 -2.850 1.320
C 3.030 -1.738 1.341
C 2.718 -1.196 2.751
C 1.238 -1.246 3.124
C 3.307 0.196 3.010
C 2.544 -1.229 0.084
N 1.659 -0.213 0.062
C 2.063 1.109 0.059
C 1.020 2.174 0.061
C 1.128 3.496 0.068
C -0.175 4.011 0.075
C -1.059 2.995 0.072
N -0.421 1.807 0.062
C -2.577 3.133 0.080
C -3.272 1.760 0.066
C -3.021 3.922 -1.168
C -3.010 3.890 1.351
H 2.894 0.200 -4.013
H 4.145 0.124 -2.721
H 2.492 0.774 -2.381
H 3.151 -2.072 -3.293
H 0.488 -0.913 -2.396
H 0.826 -2.665 -2.693
H 0.970 -1.448 -4.011
H 4.207 -3.437 -1.968
H 4.968 -4.288 0.157
H 4.287 -3.274 2.237
H 3.221 -1.853 3.495
H 0.660 -0.504 2.558
H 1.112 -0.992 4.199
H 0.830 -2.265 2.956
H 2.809 0.982 2.424
H 4.395 0.198 2.783
H 3.178 0.465 4.080
H 3.121 1.366 0.061
H 2.050 4.062 0.071
H -0.431 5.063 0.084
H -2.997 1.190 -0.847
H -4.377 1.880 0.070
H -2.993 1.169 0.964
H -2.713 3.389 -2.094
H -2.566 4.935 -1.182
H -4.125 4.042 -1.184
H -2.695 3.334 2.260
H -4.115 4.011 1.379
H -2.555 4.903 1.387
C -2.691 -2.458 0.811
C -3.119 -1.406 -0.223
C -2.691 -1.850 -1.630
C -4.642 -1.212 -0.175
O -2.531 -0.259 0.062
H -3.165 -3.424 0.601
H -2.977 -2.171 1.832
H -1.605 -2.620 0.809
H -3.165 -2.803 -1.897
H -1.605 -1.995 -1.704
H -2.977 -1.119 -2.398
H -5.160 -2.150 -0.408
H -4.985 -0.462 -0.900
H -4.985 -0.889 0.817
H -0.468 -2.070 0.062
*
```

---

No. 6
Below is a molecular structure, C25H39N5O2OsPS3, with properties calculated with ωB97M-V/def2-TZVPD.

Properties
HOMO energy (alpha / beta)	-13.76 / -13.73	eV
energy above the lowest of the compared OMol25 structures with the same formula, charge and spin	0.00	kcal per mole
HOMO-LUMO gap (alpha / beta)	7.516 / 6.346	eV
DFT total energy	-3026.55057	hartree
lowest unoccupied orbital energy (alpha / beta)	-6.25 / -7.38	eV

The geometry in ORCA input format:
```
! RIJCOSX wB97M-V def2-TZVPD def2/J DEFGRID3
* xyz 2 2
Os -0.500 0.148 -0.305
N -2.214 -1.096 -0.916
N -3.292 -0.501 -1.600
C -3.215 0.783 -1.966
N -4.244 1.327 -2.599
S -1.795 1.670 -1.688
H -1.900 -1.923 -1.423
H -2.574 -1.398 -0.007
H -4.100 -1.075 -1.796
H -5.099 0.827 -2.783
H -4.211 2.305 -2.840
C 5.160 -0.822 -2.397
C 4.083 -1.804 -2.761
O 3.072 -1.844 -1.680
P 1.565 -1.590 -1.953
S 0.479 -2.025 -0.274
S 0.978 0.303 -2.263
O 1.304 -2.542 -3.176
C 0.031 -2.662 -3.861
C 0.144 -3.784 -4.860
H 5.957 -0.874 -3.140
H 5.589 -1.066 -1.426
H 4.773 0.196 -2.376
H 4.453 -2.822 -2.841
H 3.585 -1.540 -3.694
H -0.185 -1.703 -4.333
H -0.737 -2.875 -3.113
H 0.869 -3.538 -5.634
H -0.822 -3.950 -5.336
H 0.451 -4.706 -4.369
C 3.490 -0.309 1.309
C 3.396 1.013 0.597
C 4.551 1.654 0.160
C 4.497 2.907 -0.426
C 3.282 3.559 -0.557
C 2.103 2.966 -0.121
C 0.815 3.738 -0.163
C 2.188 1.682 0.417
N 0.957 1.055 0.872
C 0.711 1.080 2.142
C 1.604 1.684 3.171
C -0.599 0.521 2.570
C -0.959 0.499 4.015
N -1.371 0.131 1.614
C -2.720 -0.299 1.904
C -3.725 0.671 1.933
C -3.415 2.142 1.867
C -5.033 0.234 2.121
C -5.321 -1.111 2.285
C -4.300 -2.048 2.285
C -2.974 -1.662 2.102
C -1.868 -2.683 2.139
H 4.350 -0.871 0.953
H 2.607 -0.928 1.167
H 3.629 -0.163 2.384
H 5.506 1.162 0.296
H 5.407 3.389 -0.758
H 3.245 4.553 -0.984
H 0.868 4.533 -0.904
H 0.606 4.206 0.803
H -0.042 3.112 -0.406
H 2.466 2.171 2.728
H 1.951 0.915 3.865
H 1.045 2.412 3.761
H -0.176 -0.011 4.580
H -1.909 0.005 4.193
H -1.017 1.517 4.408
H -2.581 2.364 1.204
H -3.162 2.528 2.858
H -4.284 2.701 1.521
H -5.830 0.966 2.163
H -6.343 -1.430 2.442
H -4.525 -3.094 2.446
H -2.255 -3.646 2.463
H -1.070 -2.399 2.828
H -1.402 -2.834 1.163
*
```